Molecular formula: C7H12N2
Method: DFT, ωB97M-V/def2-TZVPD

```
21
Properties=species:S:1:pos:R:3:mulliken_charge:R:1
C 2.12842 1.47207 -0.23519 -1.215
C -1.21277 -1.55204 -1.15631 -1.306
C 0.81306 0.81337 0.00256 0.719
C -0.43747 1.30099 -0.20801 0.080
C -0.78894 -0.82935 0.10257 0.435
N 1.64157 -1.30365 0.77216 -0.788
C -1.27907 2.31284 -0.15438 -1.011
C -1.47328 -1.03455 1.26582 -1.024
N 0.66097 -0.53978 0.12928 0.490
H 1.27071 -1.88571 1.52060 0.287
H 2.06510 -1.94422 0.10633 0.211
H 2.37122 1.48703 -1.30113 0.280
H 2.13208 2.51244 0.10801 0.331
H 2.96692 1.00874 0.28807 0.366
H -0.77954 -2.55616 -1.19101 0.277
H -0.89390 -1.00734 -2.04744 0.338
H -2.29860 -1.66569 -1.20069 0.399
H -2.34117 2.15694 -0.30719 0.279
H -0.94822 3.32460 0.05702 0.253
H -2.43196 -1.53656 1.27197 0.299
H -1.16517 -0.53395 2.17694 0.300
```

Computed properties:
- E (Ha) = -383.23429
- SMILES = C=C=C(C)N(N)C(=C)C
- lowest unoccupied orbital energy (eV) = 0.25
- total charge = 0
- Kohn-Sham gap (eV) = 6.8

---

Molecular formula: C7H12N2
Method: DFT, ωB97M-V/def2-TZVPD

```
21
Properties=species:S:1:pos:R:3:mulliken_charge:R:1
C -2.45546 0.44154 0.58674 0.470
C -3.57702 0.01397 0.16572 -0.541
C -0.33288 0.13279 0.11514 0.534
C 1.02662 0.82592 -0.08896 0.798
C 1.88729 0.61691 -1.26816 -1.142
C 1.59128 0.95289 1.24571 -1.276
C 0.19114 -2.00686 -0.69893 -1.002
N -1.31254 0.92419 0.82133 -0.057
N -0.61257 -1.08168 -0.08543 -0.307
H -4.09972 0.36967 -0.73174 0.327
H -4.09916 -0.60714 0.92238 0.292
H 2.85099 0.82026 -0.92079 0.438
H 1.62264 1.22050 -2.07138 0.370
H 1.87651 -0.41526 -1.56928 0.366
H 2.21227 1.84968 1.28849 0.449
H 2.44420 0.25846 1.29517 0.447
H 0.92418 0.80629 2.07929 0.414
H -0.30848 -2.97679 -0.72287 0.298
H 0.53266 -1.81438 -1.76210 0.300
H 0.93462 -2.01853 -0.00078 0.564
H -1.29656 1.68756 1.40044 0.259
```

Computed properties:
- E (Ha) = -382.57438
- lowest unoccupied orbital energy (eV) = -11.12
- total charge = +2
- Kohn-Sham gap (eV) = 7.8

---

Molecular formula: C7H12N2
Method: DFT, ωB97M-V/def2-TZVPD

```
21
Properties=species:S:1:pos:R:3:lowdin_spin:R:1
C 1.25037 -2.36434 1.03212 0.329
C 1.78872 -1.86303 -0.11707 0.321
C 0.22174 -0.54413 0.45459 0.195
C -1.30545 1.08033 0.30772 0.644
C -2.25089 0.67968 -0.67866 0.118
C -1.03207 2.22591 1.08440 0.119
C 1.48457 0.23617 -1.51501 0.004
N 0.18160 -1.55873 1.34221 0.066
N 1.18867 -0.66075 -0.43735 0.060
H 1.53892 -3.16974 1.57605 0.012
H 2.64128 -2.22977 -0.78946 0.006
H -3.11278 1.25132 -0.87690 0.000
H -2.54108 -0.36820 -0.45383 0.025
H -1.76255 0.78075 -1.59587 0.036
H -0.50474 1.85105 2.02518 0.017
H -1.95524 2.63606 1.37879 0.004
H -0.31414 2.71196 0.45596 0.042
H 0.94506 1.08954 -1.33597 0.002
H 2.52737 0.25372 -1.49776 0.001
H 1.25105 -0.24544 -2.57150 0.001
H -0.24039 -1.79236 2.21234 -0.001
```

Computed properties:
- E (Ha) = -382.51583
- spin multiplicity = 3
- lowest unoccupied orbital energy (spin up / spin down) (eV) = -8.26 / -12.96
- total charge = +2
- Kohn-Sham gap (spin up / spin down) (eV) = 7.5 / 6.6

---

Values for ΔE to the lowest compared entry with this formula, charge and spin, kcal/mol, ordered as above
118.6; 91.5; 34.0